No. 1
The following is a DFT calculation (wB97M-V/def2-TZVPD) of the molecule C19H36O2.

```
! RIJCOSX wB97M-V def2-TZVPD def2/J DEFGRID3
* xyz 0 1
C 4.134 -0.435 0.994
C 3.097 0.432 1.698
C 2.251 1.219 0.698
C 1.327 2.244 1.356
C 0.236 1.627 2.229
C -0.672 2.705 2.817
C -1.716 2.159 3.792
C -2.831 1.371 3.098
C -3.598 2.243 2.155
C -3.861 2.024 0.875
C -3.454 0.841 0.052
C -2.421 1.242 -1.007
C -2.085 0.107 -1.974
C -1.317 -1.040 -1.320
C -0.980 -2.133 -2.332
C -0.340 -3.372 -1.704
C 1.017 -3.090 -1.047
C 1.979 -2.538 -2.071
O 2.452 -3.153 -2.990
O 2.239 -1.244 -1.840
C 3.118 -0.600 -2.751
H 4.826 0.183 0.425
H 4.707 -1.012 1.718
H 3.648 -1.125 0.309
H 2.453 -0.206 2.304
H 3.603 1.130 2.369
H 2.924 1.752 0.020
H 1.664 0.523 0.096
H 0.851 2.840 0.572
H 1.927 2.925 1.964
H -0.353 0.931 1.628
H 0.692 1.064 3.045
H -1.183 3.233 2.009
H -0.048 3.431 3.345
H -1.224 1.517 4.528
H -2.164 2.997 4.332
H -2.407 0.510 2.584
H -3.518 0.996 3.864
H -3.964 3.157 2.608
H -4.421 2.771 0.326
H -4.340 0.445 -0.454
H -3.051 0.053 0.685
H -2.817 2.086 -1.578
H -1.510 1.581 -0.509
H -1.480 0.509 -2.790
H -3.011 -0.279 -2.410
H -0.399 -0.642 -0.884
H -1.915 -1.476 -0.517
H -0.312 -1.727 -3.095
H -1.899 -2.442 -2.835
H -1.013 -3.787 -0.951
H -0.195 -4.124 -2.481
H 0.916 -2.380 -0.229
H 1.428 -4.027 -0.665
H 3.196 0.432 -2.418
H 2.717 -0.650 -3.765
H 4.097 -1.083 -2.737
*
```

Output
E_tot = -24382.71059 eV
relative energy (zero: lowest compared OMol25 entry of this formula, charge and spin) = 0.0 kcal/mol
E_HOMO = -0.337 Ha
LUMO level = 0.89 eV
SMILES string = CCCCCCCC/C=C\CCCCCCCC(=O)OC
maximum force = 0.5 eV/A

Here are the Löwdin charges for atoms 1 to 2, given in e: -0.1065 -0.2643

***

No. 2
The following is a DFT calculation (wB97M-V/def2-TZVPD) of a cluster of 15 separate species, C19H37Cl28NO5 in total in a non-equilibrium geometry.

```
! RIJCOSX wB97M-V def2-TZVPD def2/J DEFGRID3
* xyz 0 1
O -2.392 1.241 4.605
C -2.668 1.979 3.738
O -3.628 1.613 2.862
C -1.954 3.328 3.663
C -1.376 3.744 2.257
C 0.174 3.560 2.147
N 0.571 2.410 1.283
O -0.087 1.263 1.750
C 1.985 2.267 1.477
O 2.711 2.813 0.748
O 2.463 1.526 2.522
H -3.404 1.939 1.977
H -1.107 3.332 4.345
H -2.645 4.106 3.996
H -1.580 4.835 2.190
H -1.929 3.276 1.437
H 0.677 3.470 3.122
H 0.587 4.447 1.640
H -0.805 1.061 1.137
H 2.595 2.127 3.268
C 0.563 7.514 0.572
Cl 1.788 6.464 -0.152
Cl -0.116 6.759 2.024
H 1.015 8.449 0.846
H -0.231 7.676 -0.144
C 5.464 3.903 -1.024
Cl 5.815 5.631 -1.215
Cl 4.842 3.200 -2.519
H 6.380 3.392 -0.751
H 4.719 3.782 -0.244
C -2.218 -2.007 3.575
Cl -2.056 -2.168 1.824
Cl -3.600 -2.931 4.182
H -1.316 -2.374 4.052
H -2.360 -0.955 3.808
C -5.110 -4.924 1.173
Cl -6.727 -4.287 0.844
Cl -4.318 -5.476 -0.313
H -4.509 -4.138 1.619
H -5.192 -5.761 1.852
C -7.370 -8.569 2.821
Cl -7.096 -6.835 3.051
Cl -7.936 -8.927 1.186
H -6.438 -9.096 2.992
H -8.120 -8.900 3.532
C -4.602 6.414 5.369
Cl -4.780 6.825 3.659
Cl -2.902 6.224 5.816
H -5.034 7.207 5.968
H -5.119 5.479 5.559
C -3.310 -2.478 -1.806
Cl -3.124 -0.737 -1.567
Cl -3.929 -2.841 -3.419
H -2.344 -2.955 -1.684
H -4.006 -2.859 -1.068
C 0.927 -2.731 -3.056
Cl -0.230 -1.676 -3.872
Cl 0.115 -4.023 -2.157
H 1.576 -3.181 -3.800
H 1.512 -2.138 -2.362
C 2.675 -6.737 -1.532
Cl 3.703 -5.560 -2.362
Cl 3.633 -7.876 -0.581
H 2.002 -6.204 -0.870
H 2.109 -7.288 -2.275
C 8.110 7.916 -2.914
Cl 7.928 8.390 -4.607
Cl 9.804 7.624 -2.499
H 7.730 8.715 -2.286
H 7.547 7.006 -2.743
C 7.232 -5.897 -2.832
Cl 7.728 -4.250 -3.246
Cl 8.227 -7.098 -3.665
H 7.335 -6.036 -1.762
H 6.198 -6.035 -3.126
C 9.604 -4.100 -6.418
Cl 9.888 -2.372 -6.666
Cl 8.962 -4.868 -7.876
H 10.544 -4.574 -6.158
H 8.888 -4.223 -5.615
C -10.501 -10.156 -1.942
Cl -8.831 -10.214 -1.366
Cl -11.282 -11.738 -1.837
H -11.055 -9.452 -1.332
H -10.501 -9.834 -2.977
C 0.673 11.050 -1.231
Cl -0.172 10.371 0.169
Cl 1.916 9.946 -1.830
H -0.048 11.228 -2.020
H 1.143 11.981 -0.936
*
```

Output
E_tot = -382656.59989 eV
E_HOMO = -0.373 Ha
LUMO level = 0.15 eV
maximum force = 3.0 eV/A

Here are the Löwdin charges for atoms 1 to 2, given in e: 0.1295 -0.5447

***

Which of these has the lowest E_tot? C19H37Cl28NO5

***

Look up the E_HOMO of the second one. -0.373 Ha

***

Which of these has the lowest E_tot? C19H37Cl28NO5

***

Which formula does entry 2 have? C19H37Cl28NO5